{"formula": "C75H82FIN3O8PS", "method": "ωB97M-V with the def2-TZVPD basis set", "smiles": "CNCC1=C(P(=O)(O)O)C(=O)c2c(CCCCCCCSc3nnco3)c(CCCF)c(COC(C)=O)c(I)c2C1=O.c1ccccc1.c1ccccc1.c1ccccc1.c1ccccc1.c1ccccc1.c1ccccc1.c1ccccc1.c1ccccc1", "homo_lumo_gap_ha": 0.257, "elements": ["C", "N", "C", "C", "C", "P", "O", "O", "O", "C", "O", "C", "C", "C", "C", "C", "C", "C", "C", "C", "S", "C", "N", "N", "C", "O", "C", "C", "C", "C", "F", "C", "C", "O", "C", "C", "O", "C", "I", "C", "C", "O", "H", "H", "H", "H", "H", "H", "H", "H", "H", "H", "H", "H", "H", "H", "H", "H", "H", "H", "H", "H", "H", "H", "H", "H", "H", "H", "H", "H", "H", "H", "H", "H", "H", "H", "C", "C", "C", "C", "C", "C", "H", "H", "H", "H", "H", "H", "C", "C", "C", "C", "C", "C", "H", "H", "H", "H", "H", "H", "C", "C", "C", "C", "C", "C", "H", "H", "H", "H", "H", "H", "C", "C", "C", "C", "C", "C", "H", "H", "H", "H", "H", "H", "C", "C", "C", "C", "C", "C", "H", "H", "H", "H", "H", "H", "C", "C", "C", "C", "C", "C", "H", "H", "H", "H", "H", "H", "C", "C", "C", "C", "C", "C", "H", "H", "H", "H", "H", "H", "C", "C", "C", "C", "C", "C", "H", "H", "H", "H", "H", "H"], "coordinates": [[3.71, -3.26, 4.44], [2.74, -2.69, 5.42], [1.44, -2.35, 4.79], [1.53, -1.73, 3.32], [2.10, -0.43, 3.07], [2.79, 0.70, 4.40], [4.32, 0.69, 4.50], [2.06, 0.48, 5.93], [2.35, 2.30, 3.92], [2.10, 0.09, 1.54], [3.06, 0.72, 1.06], [0.79, -0.34, 0.70], [0.14, 0.61, -0.33], [0.82, 2.04, -0.55], [1.73, 2.12, -1.88], [2.95, 3.16, -1.71], [4.10, 2.70, -2.74], [4.77, 1.30, -2.30], [6.36, 1.45, -2.45], [7.02, 0.12, -1.80], [7.55, 0.45, -0.03], [7.81, -1.25, 0.68], [7.66, -1.68, 2.04], [7.96, -3.02, 1.96], [8.27, -3.41, 0.60], [8.20, -2.25, -0.24], [-1.17, 0.14, -1.07], [-1.78, 1.20, -2.12], [-2.61, 2.37, -1.36], [-4.16, 2.41, -1.75], [-4.82, 3.34, -0.84], [-1.83, -1.26, -0.78], [-3.18, -1.62, -1.55], [-3.25, -2.96, -2.10], [-2.11, -3.26, -2.90], [-1.66, -4.82, -2.90], [-1.47, -2.46, -3.61], [-1.14, -2.21, 0.27], [-2.00, -4.18, 0.76], [0.14, -1.76, 0.99], [0.92, -2.62, 2.11], [1.08, -3.86, 2.06], [4.55, -3.75, 5.06], [3.26, -4.09, 3.79], [4.19, -2.42, 3.84], [3.12, -1.89, 5.95], [0.79, -1.63, 5.42], [0.84, -3.33, 4.72], [2.74, 0.45, 6.64], [1.36, 2.29, 3.98], [-0.04, 2.79, -0.70], [1.39, 2.42, 0.38], [2.04, 1.08, -2.20], [1.06, 2.56, -2.72], [3.32, 3.26, -0.64], [2.60, 4.22, -2.02], [4.92, 3.49, -2.79], [3.64, 2.64, -3.79], [4.49, 1.11, -1.20], [4.41, 0.42, -2.96], [6.64, 1.59, -3.56], [6.76, 2.39, -1.91], [7.92, -0.17, -2.44], [6.25, -0.73, -1.74], [8.53, -4.43, 0.17], [-2.35, 0.72, -2.98], [-0.87, 1.73, -2.60], [-2.15, 3.39, -1.66], [-2.48, 2.32, -0.21], [-4.27, 2.86, -2.81], [-4.66, 1.39, -1.66], [-4.03, -1.56, -0.76], [-3.47, -0.89, -2.38], [-1.26, -5.15, -3.92], [-0.97, -5.08, -2.03], [-2.63, -5.43, -2.74], [-10.57, 3.40, 0.48], [-9.65, 4.09, 1.26], [-8.30, 4.08, 0.94], [-7.86, 3.37, -0.17], [-8.78, 2.67, -0.96], [-10.13, 2.68, -0.63], [-11.62, 3.41, 0.74], [-10.00, 4.65, 2.13], [-7.59, 4.61, 1.56], [-6.81, 3.36, -0.43], [-8.43, 2.12, -1.83], [-10.84, 2.14, -1.24], [-5.58, -6.25, -1.79], [-6.68, -6.21, -2.65], [-7.53, -7.31, -2.73], [-7.30, -8.43, -1.95], [-6.21, -8.47, -1.08], [-5.35, -7.38, -1.01], [-4.91, -5.39, -1.72], [-6.86, -5.33, -3.26], [-8.38, -7.28, -3.41], [-7.97, -9.28, -2.01], [-6.03, -9.34, -0.47], [-4.50, -7.40, -0.34], [6.93, 6.07, 0.37], [6.51, 7.40, 0.36], [5.23, 7.74, 0.78], [4.36, 6.74, 1.22], [4.78, 5.42, 1.24], [6.06, 5.08, 0.81], [7.92, 5.81, 0.04], [7.19, 8.18, 0.02], [4.91, 8.77, 0.76], [3.36, 7.01, 1.56], [4.10, 4.64, 1.59], [6.37, 4.04, 0.82], [-10.22, -3.71, -1.94], [-10.00, -4.97, -1.41], [-11.03, -5.63, -0.73], [-12.27, -5.02, -0.60], [-12.49, -3.76, -1.14], [-11.46, -3.10, -1.80], [-9.41, -3.19, -2.46], [-9.03, -5.45, -1.52], [-10.86, -6.62, -0.32], [-13.08, -5.54, -0.08], [-13.46, -3.28, -1.03], [-11.63, -2.11, -2.21], [-0.94, 1.87, -6.90], [-2.04, 1.90, -7.76], [-2.87, 0.79, -7.87], [-2.62, -0.34, -7.10], [-1.53, -0.37, -6.24], [-0.69, 0.74, -6.14], [-0.29, 2.74, -6.82], [-2.24, 2.79, -8.36], [-3.72, 0.81, -8.54], [-3.27, -1.20, -7.18], [-1.33, -1.25, -5.64], [0.16, 0.71, -5.47], [11.66, -4.61, 1.56], [11.12, -3.92, 2.64], [11.83, -3.85, 3.84], [13.08, -4.46, 3.94], [13.62, -5.14, 2.85], [12.90, -5.22, 1.66], [11.10, -4.67, 0.63], [10.15, -3.45, 2.55], [11.42, -3.32, 4.69], [13.64, -4.39, 4.87], [14.59, -5.61, 2.94], [13.32, -5.76, 0.82], [-8.69, -3.57, 1.62], [-9.21, -2.88, 2.71], [-8.48, -2.80, 3.89], [-7.23, -3.40, 3.98], [-6.71, -4.09, 2.89], [-7.44, -4.18, 1.71], [-9.26, -3.64, 0.70], [-10.18, -2.41, 2.64], [-8.89, -2.27, 4.75], [-6.66, -3.33, 4.90], [-5.73, -4.56, 2.96], [-7.03, -4.72, 0.86], [6.80, 12.08, 3.01], [8.16, 12.35, 2.92], [9.08, 11.31, 2.97], [8.64, 9.99, 3.09], [7.27, 9.73, 3.17], [6.35, 10.77, 3.13], [6.08, 12.90, 2.97], [8.51, 13.37, 2.81], [10.14, 11.52, 2.90], [9.35, 9.18, 3.12], [6.93, 8.70, 3.27], [5.29, 10.56, 3.20]]}

{"formula": "C5H4ClN6O2", "method": "ωB97M-V with the def2-TZVPD basis set", "e_above_lowest_kcal_mol": 0.0, "homo_lumo_gap_ha": 0.249, "total_charge": -1, "elements": ["C", "C", "C", "C", "C", "N", "N", "N", "N", "N", "N", "O", "O", "Cl", "H", "H", "H", "H"], "coordinates": [[-1.22, -0.44, 1.01], [0.88, -0.69, 0.35], [1.98, -0.66, -0.41], [-0.26, 1.30, -0.56], [1.76, 1.65, -0.66], [-0.85, -1.52, 1.56], [-1.09, 2.04, -1.12], [0.44, -1.79, 1.11], [2.39, 0.46, -1.09], [-0.23, 0.17, 0.24], [2.08, 2.00, 0.62], [3.26, 1.88, 1.01], [1.19, 2.52, 1.30], [3.03, -2.07, -0.30], [-2.24, -0.17, 1.24], [-2.04, 1.75, -1.03], [0.89, -2.34, 1.79], [2.39, 0.51, -2.10]]}

{"formula": "C3H6O3", "method": "ωB97M-V with the def2-TZVPD basis set", "e_above_lowest_kcal_mol": 24.8, "homo_lumo_gap_ha": [0.340, 0.162], "spin_multiplicity": 2, "total_charge": 1, "elements": ["O", "C", "C", "H", "H", "H", "H", "O", "C", "O", "H", "H"], "coordinates": [[-0.26, 0.27, 0.42], [-0.26, -0.32, 1.51], [1.02, -0.80, 1.99], [-1.21, -0.57, 1.93], [1.64, -0.09, 2.51], [1.54, -1.34, 1.18], [1.02, -1.67, 2.76], [-0.88, 1.85, -3.72], [-0.60, 1.07, -2.83], [-1.47, 0.75, -1.80], [0.39, 0.49, -2.89], [-0.93, 0.37, -1.06]]}

{"formula": "C30H50N2O6", "method": "ωB97M-V with the def2-TZVPD basis set", "smiles": "CCCCCCCCCCCc1cnc2ccc(CCC)cc2n1.CCOC(=O)OC.CCOC(=O)OC", "homo_lumo_gap_ha": 0.266, "elements": ["C", "C", "C", "C", "C", "C", "C", "C", "C", "C", "C", "C", "C", "N", "C", "C", "C", "C", "C", "C", "C", "C", "C", "N", "H", "H", "H", "H", "H", "H", "H", "H", "H", "H", "H", "H", "H", "H", "H", "H", "H", "H", "H", "H", "H", "H", "H", "H", "H", "H", "H", "H", "H", "H", "H", "H", "H", "H", "C", "C", "O", "C", "O", "O", "C", "H", "H", "H", "H", "H", "H", "H", "H", "C", "C", "O", "C", "O", "O", "C", "H", "H", "H", "H", "H", "H", "H", "H"], "coordinates": [[7.55, -3.20, -0.09], [6.64, -1.84, -0.44], [6.97, -1.47, -2.00], [6.72, 0.09, -2.42], [6.00, 1.03, -1.29], [4.36, 0.81, -1.17], [3.87, 1.84, 0.05], [3.16, 3.22, -0.54], [1.66, 2.73, -1.11], [0.58, 3.96, -1.24], [-0.99, 3.54, -1.06], [-1.35, 1.99, -1.50], [-0.88, 1.43, -2.95], [-1.12, 0.06, -3.52], [-1.92, -0.72, -2.51], [-2.30, -2.29, -2.94], [-3.20, -3.31, -2.02], [-3.78, -2.77, -0.58], [-4.72, -3.81, 0.29], [-6.07, -4.31, -0.52], [-5.86, -5.76, -1.31], [-3.37, -1.24, -0.13], [-2.45, -0.21, -1.07], [-2.14, 1.16, -0.54], [7.09, -3.85, 0.77], [7.78, -3.84, -1.06], [8.58, -2.79, 0.32], [5.51, -2.20, -0.32], [6.97, -1.04, 0.35], [6.41, -2.15, -2.78], [8.13, -1.68, -2.16], [7.78, 0.58, -2.65], [6.15, 0.09, -3.47], [6.12, 2.16, -1.67], [6.48, 1.00, -0.23], [4.13, -0.28, -0.81], [3.78, 1.09, -2.15], [3.11, 1.26, 0.74], [4.81, 2.09, 0.73], [3.83, 3.60, -1.45], [3.07, 4.05, 0.29], [1.29, 1.80, -0.50], [1.88, 2.37, -2.22], [0.72, 4.46, -2.29], [0.85, 4.80, -0.43], [-1.62, 4.24, -1.78], [-1.39, 3.78, 0.03], [-0.28, 2.20, -3.65], [-1.92, -2.69, -3.99], [-3.38, -4.40, -2.46], [-4.13, -4.76, 0.67], [-5.09, -3.21, 1.24], [-6.99, -4.49, 0.21], [-6.41, -3.54, -1.37], [-6.88, -6.36, -1.32], [-5.58, -5.60, -2.45], [-5.06, -6.45, -0.79], [-3.79, -0.87, 0.92], [-5.75, 1.32, -0.88], [-6.29, 2.54, -1.62], [-7.58, 2.91, -1.11], [-7.58, 3.55, 0.08], [-6.60, 3.83, 0.75], [-8.87, 3.80, 0.42], [-9.02, 4.39, 1.72], [-6.47, 0.50, -0.92], [-4.81, 0.99, -1.33], [-5.57, 1.54, 0.17], [-6.42, 2.29, -2.68], [-5.60, 3.38, -1.57], [-8.41, 5.29, 1.82], [-8.76, 3.65, 2.49], [-10.07, 4.66, 1.85], [0.90, -1.11, 4.61], [1.88, -0.74, 5.71], [3.13, -1.41, 5.53], [3.93, -0.89, 4.56], [3.67, 0.07, 3.85], [5.06, -1.65, 4.49], [5.94, -1.27, 3.44], [0.79, -2.20, 4.54], [-0.09, -0.67, 4.81], [1.24, -0.76, 3.64], [1.48, -1.08, 6.68], [2.02, 0.34, 5.78], [6.19, -0.21, 3.49], [5.49, -1.52, 2.47], [6.86, -1.85, 3.54]]}

{"formula": "C3H8NO", "method": "ωB97M-V with the def2-TZVPD basis set", "e_above_lowest_kcal_mol": 111.4, "homo_lumo_gap_ha": 0.261, "total_charge": -1, "elements": ["C", "N", "C", "C", "O", "H", "H", "H", "H", "H", "H", "H", "H"], "coordinates": [[0.67, 0.10, 0.36], [2.22, 0.17, 0.43], [-0.10, -0.75, -0.68], [-0.76, -0.71, 0.69], [-1.89, -0.11, 0.81], [1.40, -0.39, 1.21], [-1.52, 2.65, -0.97], [0.37, 1.14, 0.37], [2.56, -0.71, 0.07], [0.44, -1.62, -1.06], [-0.69, -0.27, -1.44], [-2.07, 2.18, -1.02], [-0.64, -1.68, 1.24]]}

{"formula": "C10H19INO2", "method": "ωB97M-V with the def2-TZVPD basis set", "e_above_lowest_kcal_mol": 0.0, "homo_lumo_gap_ha": 0.265, "total_charge": -1, "elements": ["C", "C", "C", "C", "C", "C", "C", "C", "C", "C", "N", "O", "O", "I", "H", "H", "H", "H", "H", "H", "H", "H", "H", "H", "H", "H", "H", "H", "H", "H", "H", "H", "H"], "coordinates": [[-2.12, -0.01, 2.08], [-1.90, -0.31, -1.37], [-0.74, 1.94, -1.64], [2.16, -0.82, 1.10], [0.49, -2.20, -0.26], [1.71, -0.35, -1.38], [0.52, 1.63, 1.39], [-1.04, 0.79, -0.67], [1.06, -0.77, -0.08], [-0.12, 0.12, 0.36], [-0.94, -0.55, 1.25], [-2.10, -0.54, 3.17], [-2.91, 0.73, 1.53], [2.00, 3.11, 0.74], [-1.45, -0.65, -2.32], [-2.92, 0.07, -1.67], [-1.98, -1.20, -0.63], [0.04, 1.85, -2.43], [-1.63, 1.92, -2.37], [-0.70, 2.86, -0.99], [2.51, 0.10, 1.57], [1.65, -1.36, 1.85], [3.03, -1.44, 0.91], [-0.11, -2.27, -1.14], [1.41, -2.84, -0.48], [0.06, -2.67, 0.68], [1.28, -0.62, -2.31], [2.62, -0.82, -1.39], [1.87, 0.75, -1.30], [-0.26, 2.34, 1.68], [0.88, 1.21, 2.32], [-1.89, 1.18, -0.03], [-0.48, -1.18, 1.86]]}

{"formula": "C11H8Cl2MoN3O2S3", "method": "ωB97M-V with the def2-TZVPD basis set", "e_above_lowest_kcal_mol": 13.9, "homo_lumo_gap_ha": [0.230, 0.238], "spin_multiplicity": 3, "total_charge": 1, "elements": ["Mo", "Cl", "C", "C", "C", "Cl", "C", "C", "C", "C", "N", "C", "C", "O", "H", "H", "H", "H", "S", "C", "S", "S", "N", "C", "N", "O", "H", "H", "H", "H"], "coordinates": [[-0.03, -0.08, -2.00], [-3.75, -2.89, -0.33], [-2.98, -1.60, 0.50], [-3.39, -1.27, 1.82], [-2.81, -0.25, 2.50], [-3.33, 0.13, 4.10], [-1.79, 0.53, 1.90], [-1.16, 1.65, 2.47], [-0.21, 2.34, 1.75], [0.12, 1.91, 0.46], [-0.44, 0.85, -0.10], [-1.40, 0.16, 0.61], [-1.98, -0.91, -0.09], [-1.50, -1.14, -1.34], [-4.18, -1.85, 2.28], [-1.42, 1.97, 3.47], [0.28, 3.21, 2.16], [0.86, 2.44, -0.13], [2.63, -0.32, -4.26], [1.09, 0.16, -3.92], [-0.38, -0.74, -4.24], [0.78, 1.74, -3.11], [3.28, 0.36, -0.93], [2.68, -0.80, -0.67], [3.32, -1.75, 0.01], [1.48, -1.03, -1.01], [4.26, 0.49, -0.75], [2.86, 0.95, -1.64], [4.28, -1.66, 0.29], [2.83, -2.61, 0.20]]}

{"formula": "C13H25F12N6O11S4", "method": "ωB97M-V with the def2-TZVPD basis set", "e_above_lowest_kcal_mol": 164.8, "homo_lumo_gap_ha": 0.277, "total_charge": -1, "elements": ["N", "H", "H", "H", "H", "C", "F", "F", "F", "S", "O", "O", "N", "S", "O", "O", "C", "F", "F", "F", "C", "F", "F", "F", "S", "O", "O", "N", "S", "O", "O", "C", "F", "F", "F", "C", "O", "N", "C", "C", "H", "H", "H", "H", "H", "H", "H", "C", "O", "N", "C", "C", "H", "H", "H", "H", "H", "H", "H", "C", "O", "N", "C", "C", "H", "H", "H", "H", "H", "H", "H"], "coordinates": [[-0.23, 0.42, 1.01], [-0.57, -0.30, 1.64], [0.04, -0.02, 0.15], [0.52, 1.00, 1.37], [-1.07, 0.95, 0.86], [0.99, -2.71, 4.60], [1.75, -3.22, 5.53], [-0.02, -1.97, 5.22], [1.67, -1.86, 3.75], [0.26, -4.21, 3.54], [1.20, -4.56, 2.50], [0.01, -5.31, 4.47], [-1.14, -3.30, 2.91], [-2.29, -4.27, 3.15], [-2.13, -5.56, 2.49], [-2.79, -4.30, 4.51], [-3.72, -3.45, 2.13], [-4.71, -4.28, 2.10], [-4.13, -2.29, 2.65], [-3.40, -3.32, 0.82], [-5.27, 2.09, -2.02], [-4.58, 1.01, -2.39], [-6.06, 2.39, -3.00], [-5.99, 1.68, -0.97], [-4.11, 3.54, -1.50], [-2.99, 3.55, -2.43], [-4.97, 4.75, -1.67], [-3.61, 2.97, 0.08], [-4.46, 3.92, 0.98], [-4.10, 5.32, 0.89], [-5.89, 3.68, 0.99], [-3.85, 3.39, 2.74], [-3.97, 2.03, 2.85], [-2.57, 3.83, 2.96], [-4.61, 3.99, 3.71], [5.79, -0.99, -0.83], [6.59, -1.92, -0.69], [5.38, -0.54, -2.08], [4.62, 0.65, -2.22], [5.85, -1.29, -3.24], [5.38, -0.25, -0.12], [5.24, 1.51, -2.45], [4.05, 0.80, -1.30], [3.88, 0.58, -3.01], [5.01, -1.51, -3.90], [6.54, -0.61, -3.73], [6.30, -2.26, -2.99], [3.03, 5.69, 1.88], [2.62, 4.56, 1.81], [2.70, 6.62, 0.93], [3.26, 7.97, 0.99], [1.94, 6.17, -0.25], [3.71, 6.08, 2.65], [4.01, 8.06, 1.78], [2.43, 8.66, 1.11], [3.76, 8.25, 0.06], [2.06, 6.94, -1.01], [2.41, 5.29, -0.68], [0.92, 5.92, 0.06], [0.15, -4.80, -2.76], [-0.01, -3.58, -2.90], [-0.68, -5.67, -3.32], [-0.59, -7.10, -2.96], [-1.93, -5.26, -3.98], [1.01, -5.25, -2.24], [-1.50, -7.49, -2.50], [0.16, -7.33, -2.21], [-0.48, -7.70, -3.87], [-1.92, -5.91, -4.86], [-2.82, -5.60, -3.45], [-2.07, -4.26, -4.37]]}